Record 1
# C21H22Cl3LuN2OPS3Si

C21H22Cl3LuN2OPS3Si as an isolated structure in a non-equilibrium geometry (ωB97M-V/def2-TZVPD, the Open Molecules 2025 dataset).

Each line ends with the Löwdin charge.
Cartesian coordinates (Å):
Lu  0.5879  0.5953  -1.0684  0.75
Cl  0.9965  2.9926  -0.9030  -0.15
Si  -1.4874  1.8030  -2.7120  -0.10
Cl  -2.6679  3.2969  -1.9201  0.13
Cl  -1.2409  2.5750  -4.6471  0.13
S  1.1008  -0.1232  1.8059  0.27
P  -0.7678  0.4614  2.0811  0.06
S  -1.8888  0.6191  0.4206  0.15
C  -0.7811  2.0616  2.9630  -0.37
C  -0.8934  3.2530  2.2545  -0.11
C  -0.8038  4.4732  2.9174  -0.08
C  -0.6079  4.5085  4.2909  -0.10
C  -0.4938  3.3190  5.0036  -0.09
C  -0.5751  2.1016  4.3418  -0.09
C  -1.6681  -0.6267  3.2378  -0.39
C  -1.0297  -1.7047  3.8341  -0.10
C  -1.7233  -2.5234  4.7224  -0.09
C  -3.0536  -2.2624  5.0141  -0.10
C  -3.7003  -1.1864  4.4097  -0.09
C  -3.0107  -0.3743  3.5229  -0.10
H  -1.0419  3.2224  1.1819  0.04
H  -0.8837  5.3964  2.3541  0.10
H  -0.5400  5.4593  4.8072  0.09
H  -0.3380  3.3408  6.0757  0.10
H  -0.4723  1.1771  4.8985  0.11
H  0.0072  -1.9017  3.5876  0.07
H  -1.2221  -3.3682  5.1795  0.10
H  -3.5929  -2.8995  5.7062  0.09
H  -4.7435  -0.9867  4.6277  0.10
H  -3.5133  0.4557  3.0380  0.10
N  0.0833  -2.8662  -6.8535  0.16
C  0.4879  -1.9416  -6.3082  -0.17
C  0.9918  -0.7654  -5.6195  -0.20
C  1.6854  0.2072  -6.3120  -0.02
C  2.1684  1.3005  -5.6204  -0.04
C  1.9315  1.3765  -4.2616  -0.16
N  1.2578  0.4507  -3.6016  -0.03
C  0.7834  -0.6078  -4.2552  -0.10
H  1.8383  0.1048  -7.3789  0.12
H  2.7131  2.0888  -6.1211  0.11
H  2.2917  2.2091  -3.6659  0.11
H  0.2436  -1.3477  -3.6693  0.12
C  2.7356  -0.4309  -1.0254  -0.52
H  3.2522  -0.3685  -0.0670  -0.07
H  3.4871  -0.4873  -1.8184  -0.05
C  0.5882  -3.9341  -0.5914  -0.29
S  1.7600  -2.1317  -0.8537  0.67
C  2.4303  -2.8575  -2.3516  -0.29
O  0.3682  -1.4366  -1.2918  -0.80
H  0.0365  -4.3517  -1.4533  -0.02
H  -0.1255  -3.6742  0.2024  -0.02
H  1.3178  -4.6682  -0.2129  -0.02
H  3.2860  -3.4679  -2.0544  0.06
H  2.7639  -2.0693  -3.0258  0.02
H  1.6725  -3.4855  -2.8151  0.04

Computed properties:
Highest occupied orbital energy in Ha: -0.0892
Energy relative to the best compared isomer or geometry (same formula, charge and spin) in kcal/mol: 6.2
DFT total energy in hartree: -5439.91112
2S+1: 1
LUMO level in Ha: 0.043
Total charge: -1

Record 2
# C21H22ClF6N5O6S3W

C21H22ClF6N5O6S3W as an isolated structure in a non-equilibrium geometry (ωB97M-V/def2-TZVPD, the Open Molecules 2025 dataset).

Each line ends with the Löwdin charge.
Cartesian coordinates (Å):
W  0.1640  -0.3088  0.7444  1.81
N  -2.8401  -1.3393  3.9784  0.12
C  -1.9660  -0.7266  3.1784  -0.80
S  -0.3171  -1.3911  3.0795  0.72
N  -2.3251  0.3143  2.4968  0.01
N  -1.3895  0.9154  1.6869  -0.17
C  -1.6685  2.1682  1.3972  -0.01
C  -0.8393  3.0518  0.6472  -0.16
C  -1.1620  4.4176  0.5529  0.02
C  -0.3512  5.2858  -0.1426  -0.02
C  0.8009  4.8204  -0.7717  0.00
C  1.1482  3.4812  -0.7070  0.03
C  0.3339  2.5978  -0.0134  -0.29
O  0.5969  1.2781  0.0688  -0.30
H  -2.5030  -2.0194  4.6441  0.11
H  -3.7022  -0.8546  4.1833  0.13
H  -2.5991  2.5671  1.8038  0.16
H  -2.0487  4.7747  1.0537  0.13
H  -0.6044  6.3336  -0.1875  0.13
H  1.4408  5.5084  -1.3019  0.13
H  2.0451  3.1070  -1.1757  0.14
F  -3.6492  1.0390  -3.6189  0.19
C  -2.7304  0.1535  -3.2949  -0.65
F  -2.0950  -0.2435  -4.3833  0.17
F  -3.3150  -0.8907  -2.7185  0.15
S  -1.5078  0.9166  -2.0641  0.69
O  -1.5893  0.0373  -0.8749  -0.40
O  -1.8726  2.2633  -1.8493  -0.19
N  -0.0662  0.7163  -2.6689  -0.26
S  0.4062  -0.7738  -2.5394  0.69
O  1.0119  -0.9973  -1.2014  -0.42
O  -0.5885  -1.7484  -2.8187  -0.23
C  1.8899  -0.8442  -3.6867  -0.67
F  1.5617  -0.5223  -4.9136  0.21
F  2.4219  -2.0531  -3.6456  0.19
F  2.7618  0.0300  -3.2103  0.17
Cl  1.3131  1.5240  2.9021  0.81
C  2.7298  1.6782  1.8758  -0.57
C  3.4286  2.8676  1.8536  -0.08
C  4.5239  2.9718  1.0068  -0.05
C  4.8759  1.9050  0.1961  -0.05
C  4.1573  0.7192  0.2368  -0.02
C  3.0629  0.5693  1.0872  -0.33
C  2.2863  -0.7227  1.2285  -0.22
H  3.1289  3.6860  2.4901  0.12
H  5.1043  3.8798  0.9952  0.12
H  5.7248  2.0013  -0.4652  0.12
H  4.4591  -0.1097  -0.3841  0.12
H  2.4860  -1.0778  2.2571  0.08
H  2.7634  -1.4499  0.5471  0.09
C  0.1503  -4.5519  0.1840  0.02
N  -1.2482  -4.1763  0.1450  -0.09
C  -2.2011  -5.2585  0.0096  0.01
C  -1.6284  -2.9280  0.2417  -0.36
C  -3.0747  -2.5679  0.2406  0.05
O  -0.7516  -1.9898  0.4238  -0.31
H  0.3815  -5.1684  -0.6846  0.12
H  0.3559  -5.1312  1.0875  0.12
H  0.7870  -3.6610  0.1679  0.09
H  -1.6712  -6.2052  0.0725  0.11
H  -2.7159  -5.2152  -0.9510  0.12
H  -2.9480  -5.2246  0.8038  0.11
H  -3.5168  -2.7503  -0.7387  0.11
H  -3.1896  -1.5107  0.4794  0.09
H  -3.6264  -3.1673  0.9641  0.11

Computed properties:
Highest occupied orbital energy in Ha: -0.5263
Energy relative to the best compared isomer or geometry (same formula, charge and spin) in kcal/mol: 33.5
DFT total energy in hartree: -3859.12764
2S+1: 1
LUMO level in Ha: -0.310
Total charge: +2

Record 3
# C21H22ClN3O5S

One molecule with the formula C21H22ClN3O5S in a non-equilibrium geometry (ωB97M-V/def2-TZVPD, the Open Molecules 2025 dataset).

Each line ends with the Löwdin charge.
Cartesian coordinates (Å):
C  -0.0278  5.3285  3.9002  0.00
C  1.1749  4.5084  3.6180  -0.31
C  1.9469  4.3636  2.5033  0.04
C  2.9479  3.4393  2.9097  -0.40
N  2.7623  3.0677  4.1542  0.11
O  1.6645  3.7355  4.6019  0.00
N  3.9840  2.9790  2.1409  -0.02
H  4.5896  2.3151  2.5979  0.13
S  3.7193  2.6898  0.4988  0.67
O  3.4262  3.9329  -0.1422  -0.28
O  4.8487  1.9278  0.0697  -0.28
C  2.2464  1.6798  0.5180  -0.29
C  2.2894  0.4389  1.1242  -0.04
C  1.1470  -0.3363  1.1866  0.02
C  -0.0408  0.1388  0.6292  -0.19
C  -0.0664  1.3920  0.0126  0.00
C  1.0777  2.1636  -0.0371  -0.05
H  1.0868  3.1339  -0.5068  0.11
H  -0.9849  1.7552  -0.4250  0.12
N  -1.2216  -0.5949  0.6583  0.16
C  -1.4762  -1.7935  1.2487  -0.44
O  -0.6946  -2.4512  1.8948  0.09
C  -2.9380  -2.2219  1.0435  -0.30
C  -3.7886  -1.5956  2.1481  0.00
H  -4.8216  -1.9138  2.0383  0.09
H  -3.7495  -0.5108  2.0837  0.09
H  -3.4157  -1.9109  3.1182  0.09
O  -3.4555  -1.7762  -0.1968  -0.03
C  -3.0350  -2.4042  -1.3421  -0.24
C  -1.9796  -3.3020  -1.4047  0.03
C  -1.6203  -3.8852  -2.6137  -0.28
C  -2.3378  -3.5434  -3.7539  -0.56
C  -3.3959  -2.6370  -3.7200  -0.29
C  -3.7318  -2.0748  -2.5011  0.03
H  -4.5481  -1.3735  -2.4295  0.12
C  -4.1468  -2.2892  -4.9655  -0.07
H  -3.4704  -1.8683  -5.7082  0.08
H  -4.9329  -1.5701  -4.7543  0.08
H  -4.5922  -3.1840  -5.3981  0.08
Cl  -1.9014  -4.2654  -5.2680  0.73
C  -0.4850  -4.8560  -2.6824  -0.07
H  0.2821  -4.4914  -3.3644  0.08
H  -0.0428  -5.0037  -1.7013  0.08
H  -0.8325  -5.8158  -3.0626  0.08
H  -1.4144  -3.5627  -0.5240  0.11
H  -2.9909  -3.3162  1.1158  0.16
H  -2.0023  -0.1942  0.1490  0.15
H  1.1623  -1.3027  1.6623  0.11
H  3.2204  0.0821  1.5348  0.12
H  1.8665  4.8357  1.5492  0.11
H  -0.8364  4.6957  4.2614  0.09
H  -0.3413  5.8440  2.9981  0.09
H  0.1945  6.0609  4.6747  0.09

Computed properties:
Highest occupied orbital energy in Ha: -0.3217
Structure (SMILES): Cc1cc(NS(=O)(=O)c2ccc(NC(=O)[C@@H](C)Oc3cc(C)c(Cl)c(C)c3)cc2)no1
Energy relative to the best compared isomer or geometry (same formula, charge and spin) in kcal/mol: 0.0
DFT total energy in hartree: -2212.27628
2S+1: 1
LUMO level in Ha: 0.011
Total charge: 0